A.
The following is a quantum chemistry calculation of a 3-piece molecular cluster, CH10N3O2 overall, from the OMol25 dataset.

Its net charge is +1. For the LUMO energy, the calculation gives -3.05 eV. Its spin multiplicity is 1. The calculation puts the HOMO-LUMO gap at 11.62 eV.

Last column: Löwdin charge in e.
Geometry (Å):
N 1.28777 -0.30992 -0.45824  0.182
C 0.40632 -0.29035 -1.54951  -0.407
N -0.81169 0.32661 -1.45986  0.198
N 0.68728 -0.86837 -2.72474  0.170
H 0.96377 -0.07736 0.49888  0.103
H 1.90468 -1.13595 -0.52848  0.134
H -0.91550 0.75456 -0.60127  0.045
H -1.42225 0.64459 -2.24442  0.164
H 1.50745 -1.49003 -2.95784  0.168
H 0.04695 -0.53363 -3.49159  0.156
H 0.03563 0.96360 1.96775  0.070
H -0.28250 2.47030 1.67604  0.063
O -0.14059 1.62964 1.23092  -0.074
H -1.99690 -0.46424 3.56224  0.059
H -0.95367 -1.22298 4.47555  0.046
O -1.04305 -0.65527 3.69909  -0.076

=====

B.
The following is a quantum chemistry calculation of a 3-piece molecular cluster, CH10N3O2 overall, from the OMol25 dataset.

Its net charge is +1. For the LUMO energy, the calculation gives -3.07 eV. Its spin multiplicity is 1. The calculation puts the HOMO-LUMO gap at 11.90 eV.

Last column: Löwdin charge in e.
Geometry (Å):
N -0.45987 -0.20254 -0.48167  0.163
C 0.71052 -0.91982 -0.20560  -0.363
N 1.93906 -0.41208 -0.40313  0.160
N 0.75267 -2.24911 0.28444  0.191
H -0.49986 0.70442 -0.94673  0.083
H -1.28362 -0.71875 -0.78838  0.137
H 2.91001 -0.87443 -0.28146  0.184
H 2.18635 0.40643 -0.98768  0.144
H -0.07206 -2.69479 0.56252  0.096
H 1.60633 -2.44086 0.78291  0.118
H -1.53359 3.08118 -2.18135  0.090
H -2.36163 2.65539 -0.83652  0.079
O -1.47552 2.60498 -1.29671  -0.106
H -0.78030 0.41057 3.00669  0.077
H -0.91204 0.76310 1.62244  0.082
O -0.72645 -0.11368 2.15022  -0.135

=====

Winner for stability: A

=====

A.
The following is a quantum chemistry calculation of the molecule C3H5NO2S2, from the OMol25 dataset.

For the LUMO energy, the calculation gives -0.96 eV. Its spin multiplicity is 1. As for the SMILES: OC/C(=N\S)C(O)=S. The calculation puts the HOMO-LUMO gap at 8.06 eV.

Last column: Löwdin charge in e.
Geometry (Å):
O 0.77565 -0.20434 -1.99833  -0.095
C 0.58467 -0.86681 -0.79795  -0.278
C -0.25871 -0.08430 0.17470  -0.343
N -0.07178 1.17946 0.45532  -0.330
S 1.12855 2.02034 -0.34146  0.849
C -1.29706 -0.79956 1.00912  -0.822
O -1.93428 0.04456 1.80631  -0.004
S -1.62545 -2.40835 1.03210  0.751
H 1.65422 0.17417 -1.97784  0.047
H 0.10223 -1.84770 -1.01719  0.102
H 1.56505 -1.07584 -0.32474  0.143
H 1.14069 2.95000 0.60795  -0.126
H -1.76379 0.91837 1.37203  0.105

=====

B.
The following is a quantum chemistry calculation of the molecule C3H5NO2S2, from the OMol25 dataset.

For the LUMO energy, the calculation gives -0.95 eV. Its spin multiplicity is 1. As for the SMILES: CS/C(=N\O)C(O)=S. The calculation puts the HOMO-LUMO gap at 8.21 eV.

Last column: Löwdin charge in e.
Geometry (Å):
C 0.71867 -2.24558 0.66665  -0.325
S -0.98608 -1.33599 0.37282  0.857
C -0.48636 0.35065 0.01972  -0.625
N -1.08899 1.25078 0.74903  -0.051
O -1.69644 0.94889 1.95634  -0.079
C 0.61563 0.88806 -0.79119  -0.873
O 0.66561 2.19688 -0.55684  -0.075
S 1.62056 -0.12287 -1.63807  0.742
H 1.27726 -2.38559 -0.23019  -0.040
H 0.36001 -3.22885 1.13397  0.047
H 1.19012 -1.58047 1.47589  0.064
H -1.80206 0.00679 2.28615  0.086
H -0.39512 2.64948 -0.23199  0.271

=====

Winner for stability: A

=====

A.
The following is a quantum chemistry calculation of the molecule CH2NO2P, from the OMol25 dataset.

For the LUMO energy, the calculation gives -0.38 eV. Its spin multiplicity is 1. As for the SMILES: C=NP(=O)=O. The calculation puts the HOMO-LUMO gap at 10.48 eV.

Last column: Löwdin charge in e.
Geometry (Å):
C -0.90345 -0.21837 -0.77322  -0.127
N 0.29685 0.03209 -0.86631  -0.095
P 1.06423 0.30003 0.71119  0.641
O 0.23297 -0.48874 1.62006  -0.299
O 2.22757 1.18046 0.85216  -0.270
H -1.57632 -0.38546 -1.68912  0.113
H -1.34185 -0.42001 0.14525  0.038

=====

B.
The following is a quantum chemistry calculation of the molecule CH2NO2P, from the OMol25 dataset.

For the LUMO energy (spin up / spin down), the calculation gives -2.15 / -3.13 eV. Its spin multiplicity is 1. The calculation puts the HOMO-LUMO gap (spin up / spin down) at 7.88 / 6.79 eV.

Last column: Löwdin charge in e.
Geometry (Å):
C 0.34020 -0.13860 -0.64349  -0.474
N 0.38517 -0.81208 0.60558  -0.281
O -0.66042 0.75484 -0.88492  0.005
O -1.11127 1.08456 1.10390  -0.363
P -0.45344 -0.08237 1.75590  0.830
H 1.40596 0.21533 -0.66309  0.131
H 0.09380 -1.02168 -1.27388  0.152

=====

Winner for stability: A

=====

A.
The following is a quantum chemistry calculation of an isolated ion of composition C4H5N2O and charge +1, from the OMol25 dataset.

Its net charge is +1. For the LUMO energy, the calculation gives -5.92 eV. Its spin multiplicity is 1. As for the SMILES: O=C[N+]1=CC=NC1. The calculation puts the HOMO-LUMO gap at 10.16 eV.

Last column: Löwdin charge in e.
Geometry (Å):
O -2.85394 -0.47352 0.31355  0.226
C -2.19684 0.25756 -0.28167  -0.062
N -0.57498 0.00409 -0.12371  0.031
C -0.22473 -1.25047 -0.13653  0.101
C 1.27309 -1.23518 0.06456  -0.055
N 1.74804 -0.07538 0.05546  0.146
C 0.60231 0.86114 0.03744  -0.094
H -2.28679 1.13218 -0.82846  0.135
H -0.94501 -2.05904 -0.15221  0.156
H 1.76585 -2.11316 -0.06544  0.098
H 0.75482 1.68327 -0.65383  0.153
H 0.52082 1.17504 1.08429  0.165

=====

B.
The following is a quantum chemistry calculation of an isolated ion of composition C4H5N2O and charge +1, from the OMol25 dataset.

Its net charge is +1. For the LUMO energy, the calculation gives -7.04 eV. Its spin multiplicity is 1. As for the SMILES: O=[N+]1CC=CC=N1. The calculation puts the HOMO-LUMO gap at 8.73 eV.

Last column: Löwdin charge in e.
Geometry (Å):
O 2.43074 -1.04246 -0.29294  0.209
N 1.28804 -0.75415 -0.33663  -0.169
C 0.55133 -0.19908 1.13685  0.069
C -0.61521 0.59458 0.80059  0.006
C -1.05907 0.80725 -0.46994  -0.006
C -0.58883 -0.08835 -1.45558  0.016
N 0.52202 -0.75605 -1.33870  0.150
H 1.39721 0.37896 1.51571  0.149
H 0.35485 -1.02624 1.82404  0.147
H -1.20943 0.94932 1.63564  0.146
H -1.90115 1.44710 -0.67753  0.130
H -1.17049 -0.31086 -2.34151  0.153

=====

Winner for stability: A